<one>
Formula: CH5NO2S
Source: the OMol25 dataset
Level of theory: ωB97M-V/def2-TZVPD

As for the charge: 0. The structure (SMILES) is CO[S@@H](=N)=O. The orbital gap is 10.5707 eV.

CARTESIAN COORDINATES (ANGSTROEM)
C -1.4557 0.5450 -0.3508
N 0.6285 -1.5728 -0.1887
O 2.1869 0.5210 -0.1326
O -0.2144 0.7729 0.5076
S 1.0612 -0.1192 0.4378
H -2.2085 1.1178 0.1359
H -1.5783 -0.4880 -0.3102
H -1.2410 1.0649 -1.2745
H 1.6109 -1.8792 -0.6363
H 1.2105 0.0376 1.8117

<two>
Formula: CH5NO2S
Source: the OMol25 dataset
Level of theory: ωB97M-V/def2-TZVPD

As for the charge: 0. The orbital gap is 9.7928 eV.

CARTESIAN COORDINATES (ANGSTROEM)
C -0.3750 -0.6612 0.0188
N 0.5815 -0.0218 -0.8256
O -2.5851 2.3589 0.3739
O -1.1621 0.2984 0.6319
S -1.5607 1.6149 -0.3003
H 1.1753 0.7056 -0.4581
H -0.9293 -1.3650 -0.5785
H 0.0222 -1.4985 0.6622
H 1.0363 -0.7577 -1.2921
H -0.3642 2.2023 -0.0085

Of them, <two> has the highest stability.

<one>
Formula: CH5NO2S
Source: the OMol25 dataset
Level of theory: ωB97M-V/def2-TZVPD

As for the charge: 0. The structure (SMILES) is C[S@@H](=O)=NO. The orbital gap is 9.2969 eV.

CARTESIAN COORDINATES (ANGSTROEM)
C -1.4378 0.2255 -0.3978
N 1.3013 0.6743 0.6075
O 0.3074 -1.7316 0.0663
O 2.2243 0.7482 -0.3912
S 0.1429 -0.3856 0.5070
H -1.0109 0.3781 -1.4295
H -2.1295 -0.5703 -0.3979
H -1.8276 1.1324 0.0409
H 2.6939 -0.0908 -0.4107
H -0.2640 -0.3802 1.8054

<two>
Formula: CH5NO2S
Source: the OMol25 dataset
Level of theory: ωB97M-V/def2-TZVPD

As for the charge: 0. The structure (SMILES) is C=NOO.S. The orbital gap is 9.6544 eV.

CARTESIAN COORDINATES (ANGSTROEM)
C 0.0842 1.2032 1.1338
N 0.2561 0.0242 0.6179
O -2.0774 -0.0435 0.1087
O -0.6580 -0.6192 0.0751
S 1.9998 -1.3297 -1.8098
H 0.5510 -1.2191 -1.5855
H -1.0075 1.6545 1.1882
H 0.9370 1.6669 1.5854
H -2.4018 -0.2493 -0.8344
H 2.3166 -1.0881 -0.4794

Of them, <one> has the highest stability.

<one>
Formula: C3H6N4O5
Source: the OMol25 dataset
Level of theory: ωB97M-V/def2-TZVPD

As for the charge: 0. The structure (SMILES) is CCNC(=O)N([N+](=O)[O-])[N+](=O)[O-]. The orbital gap is 10.4356 eV.

CARTESIAN COORDINATES (ANGSTROEM)
C -0.6937 0.7755 0.3282
C 2.8084 -0.0228 1.0074
C 1.3989 0.4374 1.4066
N 0.2667 -0.0141 0.6068
N -1.7774 -0.0979 -0.8401
N -2.3796 0.5648 -1.9192
N -1.8218 -1.4593 -0.9057
O -2.9661 1.5061 -1.7118
O -0.8424 -2.0938 -0.6320
O -1.0798 1.8608 0.4612
O -2.1408 0.0529 -2.9739
O -2.8770 -1.9183 -1.3061
H 2.9220 0.0381 -0.0760
H 3.5263 0.7120 1.4611
H 3.0320 -0.9636 1.3344
H 1.2215 0.1273 2.4656
H 1.2419 1.4207 1.1998
H 0.1608 -0.9258 0.0939

<two>
Formula: C3H6N4O5
Source: the OMol25 dataset
Level of theory: ωB97M-V/def2-TZVPD

As for the charge: 0. The structure (SMILES) is O=[N+]([O-])/N=[N+](\[O-])O.CCN=C=O. The orbital gap is 10.4886 eV.

CARTESIAN COORDINATES (ANGSTROEM)
C -2.1194 -1.1985 0.5285
C 1.0956 -0.1698 0.3654
C -0.0368 -0.4974 -0.6180
N -1.3144 -0.4559 0.0376
N -3.8835 0.0498 -0.3156
N -5.0868 -0.6915 -0.3877
N -3.9210 1.2847 -0.0612
O -5.1268 -1.4413 -1.3119
O -2.6959 1.8284 0.0369
O -2.8808 -1.8414 1.1095
O -5.8763 -0.5360 0.4907
O -4.8572 2.0076 0.0504
H 0.7018 -0.0781 1.3748
H 1.8446 -0.9571 0.3678
H 1.5813 0.7665 0.1053
H -0.0751 0.2420 -1.4231
H 0.1116 -1.4830 -1.0684
H -2.0062 1.0944 0.0165

Of them, <two> has the highest stability.

<one>
Formula: C3H6N2OS
Source: the OMol25 dataset
Level of theory: ωB97M-V/def2-TZVPD

As for the charge: 0. The structure (SMILES) is NN1C[C@H](S)C1=O. The orbital gap is 10.0283 eV.

CARTESIAN COORDINATES (ANGSTROEM)
C -0.0629 -1.0031 0.1505
C -1.0545 0.1172 0.4834
C 0.0536 1.0920 0.1084
H 2.2090 0.5619 -1.4214
H 2.7963 0.2958 -0.0285
H -0.2045 -1.6430 -0.6739
H 0.2242 -1.5794 1.0087
H -1.3900 0.1750 1.5178
H -3.2460 -0.6984 -0.0545
N 2.1106 -0.0599 -0.6375
N 0.9153 0.0594 -0.0152
O 0.1950 2.2895 0.0554
S -2.5461 0.3930 -0.4932

<two>
Formula: C3H6N2OS
Source: the OMol25 dataset
Level of theory: ωB97M-V/def2-TZVPD

As for the charge: 0. The orbital gap is 9.7982 eV.

CARTESIAN COORDINATES (ANGSTROEM)
C -2.0836 -0.4008 -0.3167
C 0.1933 -1.1969 0.2299
C 1.2220 1.2933 -0.1765
N -0.9372 -0.7154 -0.4897
N -3.2539 -0.2673 -0.3481
O 2.7860 -0.6194 0.7680
S 1.8315 -0.4442 -0.3643
H 0.2344 -2.2299 0.1694
H 0.2645 -0.9488 1.2907
H 2.1137 1.8534 -0.1351
H 0.6995 1.6513 -1.0595
H 0.6120 1.4549 0.6793
H -3.6823 0.5698 -0.2474

<three>
Formula: C3H6N2OS
Source: the OMol25 dataset
Level of theory: ωB97M-V/def2-TZVPD

As for the charge: 0. The structure (SMILES) is CS/C=N\NC=O. The orbital gap is 9.5807 eV.

CARTESIAN COORDINATES (ANGSTROEM)
C 1.2010 -1.3042 0.5059
C 0.9197 1.4215 -0.3208
C -1.7792 0.0044 -0.6824
H 0.6716 -2.1011 0.0184
H 2.1338 -1.7629 0.8881
H 0.4999 -0.8315 1.2168
H 1.5916 2.3040 -0.5299
H -1.6539 0.6269 1.2472
H -1.2212 0.1648 -1.6117
N -0.2174 1.6471 0.2197
N -1.0813 0.5410 0.4093
O -2.8114 -0.6198 -0.6071
S 1.7467 -0.0902 -0.7536

<four>
Formula: C3H6N2OS
Source: the OMol25 dataset
Level of theory: ωB97M-V/def2-TZVPD

As for the charge: 0. The structure (SMILES) is ONC1=NCCS1. The orbital gap is 9.6437 eV.

CARTESIAN COORDINATES (ANGSTROEM)
C 0.6440 -0.5194 -0.1475
C -0.9389 1.0080 0.1674
C -1.8164 -0.1813 -0.2649
H 2.4017 0.7155 0.2349
H 2.1898 -1.8421 0.3856
H -1.2907 1.9432 -0.3047
H -0.9950 1.1316 1.2399
H -2.7169 -0.2112 0.3477
H -2.0770 -0.0463 -1.3373
N 1.9646 -1.0338 -0.1751
N 0.4573 0.7251 -0.1655
O 2.9227 -0.0741 -0.0335
S -0.7452 -1.6153 0.0530

Of them, <one> has the highest stability.

<one>
Formula: C3H6N2OS
Source: the OMol25 dataset
Level of theory: ωB97M-V/def2-TZVPD

As for the charge: 0. The orbital gap (spin up / spin down) is 6.8190 / 7.8066 eV.

CARTESIAN COORDINATES (ANGSTROEM)
C -0.3028 -0.8200 -0.3552
C -1.6423 -0.3774 0.1848
C 0.0638 1.5014 -0.0465
N 1.8791 -0.0567 0.3203
N 0.6098 0.3013 -0.0815
O 2.9862 0.6246 0.1795
S -1.6153 1.4827 -0.0775
H 0.1649 -1.7861 -0.0913
H -0.3345 -0.8299 -1.5206
H -2.5441 -0.7953 -0.3948
H -1.9207 -0.4792 1.2088
H 0.7475 2.3349 0.3865
H 1.9083 -1.1000 0.2876

<two>
Formula: C3H6N2OS
Source: the OMol25 dataset
Level of theory: ωB97M-V/def2-TZVPD

As for the charge: 0. The structure (SMILES) is [H]/N=C1/CSCON1. The orbital gap is 9.7073 eV.

CARTESIAN COORDINATES (ANGSTROEM)
C -1.1316 0.1090 -0.6112
C 0.1139 0.8975 -0.8727
C 1.0490 -0.5604 1.2550
H -2.8668 -0.4164 -1.2210
H 0.1277 1.1346 -1.9138
H 0.0490 1.9334 -0.3865
H 1.6763 -0.1681 2.0234
H 1.0067 -1.6709 1.2644
H -2.0574 -0.4246 1.0761
N -2.0690 0.1891 -1.4747
N -1.1593 -0.5835 0.6336
O -0.2257 -0.0620 1.5550
S 1.6425 0.0119 -0.3763

Of them, <two> has the highest stability.

<one>
Formula: C2H12N2O2
Source: the OMol25 dataset
Level of theory: ωB97M-V/def2-TZVPD

As for the charge: 0. The structure (SMILES) is NCCN.O.O. The orbital gap is 9.9194 eV.

CARTESIAN COORDINATES (ANGSTROEM)
N 1.0300 -1.2916 0.4413
C -0.3970 -1.5800 0.5625
C -0.9493 -1.6783 -0.9065
N -0.7027 -0.4860 -1.6303
H 1.5693 -1.4722 1.2497
H 1.3309 -1.9373 -0.3797
H -0.6979 -2.5648 1.0134
H -1.0309 -0.8604 1.2342
H -2.0582 -2.1333 -0.8824
H -0.3812 -2.5041 -1.3623
H -1.3078 0.2515 -1.2711
H 0.2246 -0.3203 -1.4051
H 2.0706 2.1161 0.0189
H 2.1425 0.8263 0.4477
O 2.8219 1.5124 0.3963
H -1.1103 3.3769 0.4999
H -1.6768 4.6088 0.9490
O -0.8777 4.1361 1.0246

<two>
Formula: C2H12N2O2
Source: the OMol25 dataset
Level of theory: ωB97M-V/def2-TZVPD

As for the charge: 0. The structure (SMILES) is NCCN.O.O. The orbital gap is 9.7948 eV.

CARTESIAN COORDINATES (ANGSTROEM)
C 1.2299 0.3994 1.0396
C 0.1594 1.1908 0.3343
N 0.6425 2.1412 -0.6814
N 0.7653 -0.9504 1.3088
H 1.6676 0.8281 1.9357
H 1.9427 0.0929 0.2434
H -0.2771 1.7900 1.0822
H -0.6683 0.6196 -0.1485
H 0.6775 1.5099 -1.5530
H -0.1351 2.7777 -1.0078
H 0.2543 -1.0706 2.2203
H 1.5185 -1.6867 1.3685
H -0.9243 -0.5444 -3.1041
H -0.8196 -1.2529 -1.7347
O -0.3984 -0.5475 -2.2939
H -1.2390 -1.7801 0.8062
H -2.6734 -1.5933 0.2035
O -1.7226 -1.9238 -0.0193

Of them, <two> has the highest stability.

<one>
Formula: C2H8N4O
Source: the OMol25 dataset
Level of theory: ωB97M-V/def2-TZVPD

As for the charge: +2. The structure (SMILES) is NC(=[NH2+])N(O)C=[NH2+]. The orbital gap is 11.7147 eV.

CARTESIAN COORDINATES (ANGSTROEM)
C 1.3253 0.6225 -0.0886
C -1.1914 0.0904 0.0460
N -1.7062 1.2179 0.3856
N 0.3065 -0.1859 0.3440
N 2.4621 0.1694 -0.3369
N -1.7576 -0.9110 -0.5728
O 0.5745 -1.5480 0.5466
H 0.9735 1.6270 -0.5338
H -1.4578 1.9808 0.9762
H -2.6825 1.3980 0.1562
H 3.1164 0.8210 -0.7260
H 2.8798 -0.7002 -0.0972
H -2.6196 -1.1412 -1.0404
H -1.1087 -1.6746 -0.5561
H 0.8857 -1.7662 1.4974

<two>
Formula: C2H8N4O
Source: the OMol25 dataset
Level of theory: ωB97M-V/def2-TZVPD

As for the charge: +2. The orbital gap is 8.3582 eV.

CARTESIAN COORDINATES (ANGSTROEM)
C -1.2031 1.1040 0.6795
C 1.1853 -1.0987 -0.3197
N 1.6994 -1.0166 2.0883
N 1.5137 -1.0743 0.9637
N -2.6209 0.8422 0.4046
N 2.1395 -0.4257 -1.2511
O -0.4009 0.7471 -0.1617
H -0.9361 1.2542 1.6592
H 0.5656 -1.8120 -0.8224
H -2.6482 0.4853 -0.6187
H -3.2815 1.6271 0.5039
H -2.8292 0.1737 1.2092
H 3.1805 -0.5112 -1.0142
H 1.8877 0.5265 -1.2458
H 1.7481 -0.8216 -2.0748

<three>
Formula: C2H8N4O
Source: the OMol25 dataset
Level of theory: ωB97M-V/def2-TZVPD

As for the charge: +2. The orbital gap (spin up / spin down) is 8.1118 / 8.1137 eV.

CARTESIAN COORDINATES (ANGSTROEM)
C 0.0905 0.8452 -0.4029
C -0.4563 0.0624 -2.6801
N -0.4594 -0.0970 -1.3477
N 0.3132 0.6346 0.9196
N 0.0973 -0.5051 1.5645
N 0.4348 -0.5468 2.9571
O -0.9828 -0.8949 -3.2743
H 0.4480 1.8902 -0.7684
H 0.0346 0.9264 -3.0932
H 0.7479 1.3975 1.4980
H -0.7690 -1.0048 -1.0603
H -0.4933 -0.4106 3.5922
H 1.1792 0.1725 3.1646
H 0.8292 -1.4560 3.2819
H -1.0137 -1.0137 -4.3510

Of them, <one> has the highest stability.

<one>
Formula: C2H8N4O
Source: the OMol25 dataset
Level of theory: ωB97M-V/def2-TZVPD

As for the charge: +2. The orbital gap (spin up / spin down) is 7.3909 / 8.8513 eV.

CARTESIAN COORDINATES (ANGSTROEM)
C 1.8474 -0.2747 0.0717
C -1.4781 0.3968 0.0252
N 2.7427 -0.8422 0.7929
N -2.0318 1.0801 0.9543
N 1.9574 0.4304 -1.0176
N -2.2223 -0.5900 -0.4147
O -3.5174 -0.5537 -0.5313
H 2.4602 -1.3955 1.6443
H 3.7945 -0.7924 0.6075
H -1.7060 1.9196 1.3597
H -2.8877 0.8357 1.4773
H 1.1424 0.4032 -1.6346
H 2.4035 1.3227 -1.0010
H -1.7543 -1.1499 -1.1206
H -3.9753 -0.8281 -1.3930

<two>
Formula: C2H8N4O
Source: the OMol25 dataset
Level of theory: ωB97M-V/def2-TZVPD

As for the charge: +2. The orbital gap is 9.4001 eV.

CARTESIAN COORDINATES (ANGSTROEM)
C -2.1377 -0.0158 0.0626
C 2.0003 -0.4435 -0.3835
N 0.9615 -1.0237 0.0058
N -1.5206 1.0023 -0.2880
N -2.8732 -1.0165 0.2405
N 2.3463 0.7473 0.3810
O -0.3889 1.3762 0.0230
H 2.5550 -0.5395 -1.3437
H 0.7829 -1.8761 -0.5229
H -2.1525 1.8477 -0.6497
H -2.8301 -1.9105 -0.3670
H -3.4689 -1.0027 0.9905
H 1.3674 0.7577 0.8688
H 2.4330 1.5363 -0.2191
H 2.9254 0.5607 1.2016

Of them, <two> has the highest stability.